(1)
{
  "formula": "C10H22Cl12O8P2",
  "method": "ωB97M-V/def2-TZVPD",
  "spin_multiplicity": 1,
  "charge": 0,
  "e_lumo_ev": 0.329,
  "de_lowest_kj_mol": 115.7,
  "gap_ev": 10.97,
  "species": ["Cl", "Cl", "Cl", "Cl", "Cl", "Cl", "Cl", "Cl", "Cl", "Cl", "Cl", "Cl", "P", "P", "O", "O", "O", "O", "O", "O", "O", "O", "C", "C", "C", "C", "C", "C", "C", "C", "C", "C", "H", "H", "H", "H", "H", "H", "H", "H", "H", "H", "H", "H", "H", "H", "H", "H", "H", "H", "H", "H", "H", "H"],
  "coordinates": [[1.335, 3.144, 1.534], [-0.466, 0.575, -5.973], [0.297, -2.220, -2.428], [3.459, -4.691, 1.826], [5.298, -2.855, 0.538], [-1.428, 3.311, 2.119], [-0.062, 0.703, 2.131], [-1.843, -0.631, -1.239], [0.969, 0.435, -1.377], [2.513, -2.085, 0.815], [-2.223, -1.565, -4.695], [-3.273, 1.053, -5.470], [0.606, -3.365, 3.988], [-0.580, 3.637, -2.483], [0.087, -2.992, 2.451], [-0.387, -2.469, 4.946], [0.008, -4.866, 4.205], [-0.511, 4.379, -1.198], [0.751, 2.893, -2.940], [-1.122, 4.477, -3.784], [2.034, -3.157, 4.229], [-1.618, 2.435, -2.393], [-1.311, -2.948, 2.117], [-2.985, 2.628, -1.961], [0.158, -1.463, 5.854], [-0.594, 5.714, -4.164], [-0.113, -1.026, -1.206], [1.991, 3.536, -3.048], [0.753, -6.002, 3.701], [3.904, -3.012, 1.605], [-1.831, 0.164, -4.900], [-0.242, 2.296, 1.300], [1.430, -6.470, 4.417], [-0.379, 2.191, 0.224], [-1.892, -3.564, 2.802], [-3.751, 2.256, -2.641], [-0.518, -1.390, 6.707], [-1.660, 0.598, -3.915], [2.706, 3.065, -2.373], [1.189, -1.668, 6.142], [2.052, 4.622, -3.116], [-3.130, 2.118, -1.008], [0.342, 5.556, -4.700], [1.408, -5.770, 2.862], [4.195, -2.674, 2.600], [-1.299, 6.185, -4.848], [-3.220, 3.626, -1.592], [-1.658, -1.915, 2.090], [2.340, 3.108, -3.988], [-1.502, -3.398, 1.142], [-0.433, 6.259, -3.234], [0.063, -6.735, 3.284], [0.002, -1.487, -0.225], [0.142, -0.543, 5.269]],
  "atomic_forces_ev_per_a": [[-0.2, -0.3, -0.5], [-0.4, -0.6, 0.5], [0.1, 0.1, 0.1], [0.1, -0.2, -0.3], [0.1, 0.0, 0.1], [-0.4, -0.5, -0.5], [-0.4, 0.4, -0.6], [0.2, 0.3, -0.2], [-0.9, -1.2, 0.3], [1.3, -0.5, 1.0], [0.4, 0.7, -0.5], [0.0, -0.2, -0.1], [-2.5, 0.6, -0.5], [-0.9, 1.0, 0.4], [0.7, -0.4, 1.7], [1.2, -1.4, -0.7], [0.9, 0.8, 0.0], [0.3, -0.2, -1.4], [-2.3, 0.4, 0.6], [-0.2, -2.4, 1.4], [-0.2, -0.1, -0.4], [-0.1, 0.1, -0.8], [-0.2, -0.4, 0.3], [-0.2, 0.2, 1.6], [-0.1, 0.0, -1.0], [0.5, 0.4, 0.2], [0.3, 0.2, 0.3], [1.7, -1.2, -1.4], [0.3, -0.1, -0.9], [-0.6, 0.3, -0.6], [-0.5, 0.5, 0.2], [1.4, 0.4, 1.2], [-0.5, 0.3, 0.5], [-0.4, -0.1, 0.4], [-0.1, 0.3, 0.3], [0.6, 0.1, -0.5], [0.1, -0.1, -0.1], [0.4, -0.3, -0.2], [-0.2, 0.6, 0.7], [-0.2, -0.2, 0.1], [-0.4, -0.1, 0.5], [0.3, -0.7, -0.1], [0.1, 0.2, 0.0], [-0.2, 0.6, 0.0], [-0.6, 0.5, -0.3], [0.0, 0.1, 0.3], [0.4, 0.5, -0.9], [0.0, 0.0, 0.2], [0.3, 0.6, -0.4], [0.6, 0.1, -0.2], [0.1, 0.7, -0.4], [-0.3, 0.1, 0.5], [0.5, 0.3, -0.2], [0.0, 0.2, 0.4]]
}


(2)
{
  "formula": "C10H22Cl2O3PTb",
  "method": "ωB97M-V/def2-TZVPD",
  "spin_multiplicity": 7,
  "charge": 2,
  "e_lumo_ev": [-7.864, -7.775],
  "de_lowest_kj_mol": 0.0,
  "s_squared": 12.6991,
  "gap_ev": [8.83, 8.82],
  "species": ["Tb", "Cl", "Cl", "P", "O", "O", "O", "C", "C", "C", "C", "C", "C", "C", "C", "C", "C", "H", "H", "H", "H", "H", "H", "H", "H", "H", "H", "H", "H", "H", "H", "H", "H", "H", "H", "H", "H", "H", "H"],
  "coordinates": [[-0.576, 0.992, -0.006], [-2.160, 2.896, -0.971], [-1.306, 1.982, 2.212], [-2.057, -1.347, 0.312], [-1.010, 0.978, -2.445], [1.252, 0.409, 1.195], [0.784, -2.076, -1.802], [-1.832, -3.136, 0.122], [2.221, 1.869, 2.981], [-2.669, -1.294, 2.041], [2.600, -1.305, 2.349], [1.234, -0.693, 2.151], [-3.595, -1.086, -0.643], [2.186, 1.492, 1.514], [-2.612, 2.354, -3.703], [0.331, -1.217, -1.186], [-1.833, 1.901, -2.536], [-3.574, -1.908, 2.116], [-0.988, -3.473, 0.735], [-2.741, -3.665, 0.447], [0.820, -0.300, 3.089], [2.976, -1.758, 1.424], [-1.894, -1.689, 2.710], [-4.381, -1.707, -0.189], [-2.871, -0.258, 2.339], [2.820, 2.778, 3.071], [1.850, 2.349, 0.906], [-2.375, 3.408, -3.912], [1.221, 2.081, 3.369], [-3.438, -1.391, -1.687], [-2.385, 1.743, -4.586], [-1.620, -3.389, -0.924], [2.695, 1.093, 3.590], [2.514, -2.099, 3.097], [-3.690, 2.285, -3.478], [-3.902, -0.030, -0.624], [3.157, 1.154, 1.149], [3.332, -0.582, 2.715], [0.520, -1.431, 1.761]],
  "atomic_forces_ev_per_a": [[1.0, -0.5, 1.6], [-0.2, 0.0, -1.3], [0.0, -0.3, -0.9], [-1.9, -0.7, 1.1], [-2.2, 2.7, 0.3], [-0.1, 0.0, -0.2], [-1.7, 2.6, 2.2], [0.6, -0.3, -0.3], [-0.1, 0.0, 0.0], [0.2, 0.3, 0.1], [0.1, -0.3, -0.2], [0.0, 0.0, 0.5], [0.0, 0.2, -0.2], [0.2, 0.0, 0.2], [-0.1, 0.0, -0.2], [2.4, -2.6, -2.6], [1.4, -1.5, 0.0], [0.2, 0.1, 0.0], [-0.2, 0.0, -0.1], [0.2, 0.3, -0.1], [0.1, -0.1, -0.2], [0.0, 0.1, 0.2], [-0.2, 0.1, -0.1], [0.1, 0.2, -0.2], [-0.1, -0.3, 0.0], [0.0, -0.1, 0.0], [0.1, -0.1, 0.1], [-0.1, -0.2, 0.2], [0.2, 0.0, -0.1], [-0.1, 0.1, 0.2], [0.1, 0.1, 0.4], [-0.1, -0.1, 0.2], [-0.1, 0.3, -0.1], [0.0, 0.1, -0.1], [0.3, 0.1, 0.0], [-0.1, -0.3, 0.1], [0.0, 0.2, 0.0], [-0.1, -0.2, -0.1], [0.1, 0.2, -0.1]]
}


(3)
{
  "formula": "C10H22ClF6FeN3O6S2",
  "method": "ωB97M-V/def2-TZVPD",
  "spin_multiplicity": 9,
  "charge": 0,
  "e_lumo_ev": [0.232, -4.718],
  "s_squared": 20.0202,
  "gap_ev": [3.44, 5.68],
  "species": ["Fe", "Cl", "S", "S", "F", "F", "F", "F", "F", "F", "O", "O", "O", "O", "O", "O", "N", "N", "N", "C", "C", "C", "C", "C", "C", "C", "C", "C", "C", "H", "H", "H", "H", "H", "H", "H", "H", "H", "H", "H", "H", "H", "H", "H", "H", "H", "H", "H", "H", "H", "H"],
  "coordinates": [[-0.035, 0.294, 0.628], [-0.655, 1.042, 2.749], [-2.666, -2.073, -0.438], [-1.158, -2.614, 1.721], [-0.844, -3.521, -1.763], [-2.140, -1.699, 3.992], [-1.870, -2.167, -3.098], [-3.408, -3.153, 3.008], [-3.309, -1.117, 2.313], [-2.795, -4.026, -2.482], [1.826, -0.686, 1.230], [-3.337, -0.879, -0.908], [-3.660, -3.050, 0.171], [-1.419, -3.954, 1.257], [-0.055, -2.470, 2.624], [1.033, 2.341, 0.382], [0.930, 0.125, -1.273], [-1.088, -1.467, 0.572], [-1.622, 1.464, -0.141], [-0.984, 2.586, -0.907], [2.595, -0.979, 0.038], [-2.024, 3.596, -1.373], [2.441, -1.552, -2.398], [2.276, 2.870, 0.877], [-2.629, -2.133, 2.859], [0.107, 3.280, -0.154], [1.681, -1.163, -1.139], [-2.048, -3.017, -2.090], [2.716, -0.476, 2.324], [-2.565, 4.137, -0.582], [2.933, 2.004, 0.862], [2.674, 3.586, 0.160], [1.823, -1.375, -3.279], [0.540, 4.022, -0.839], [-2.837, 3.138, -1.941], [-2.159, 1.819, 0.656], [3.339, -0.962, -2.586], [3.210, 0.491, 2.233], [-1.570, 4.414, -1.939], [-0.636, 2.144, -1.851], [3.426, -1.299, 2.333], [2.116, 3.260, 1.882], [0.537, 0.153, -2.245], [-2.360, 1.176, -0.793], [1.577, 0.945, -1.410], [3.248, -1.847, 0.179], [0.929, -1.923, -0.945], [2.703, -2.609, -2.320], [-0.205, 3.901, 0.701], [2.156, -0.457, 3.255], [3.261, -0.120, -0.111]],
  "atomic_forces_ev_per_a": [[0.4, 1.3, 0.7], [0.4, -0.5, -0.9], [-7.3, -4.5, -3.1], [1.1, -2.6, 3.4], [0.3, 0.0, 0.1], [0.2, -0.4, 0.6], [-0.1, 0.1, 0.0], [-0.2, -0.7, 0.4], [-0.2, 0.1, -0.2], [-0.4, 0.0, 0.0], [-0.2, 0.0, -0.9], [0.8, 1.1, -0.1], [2.0, 2.0, -1.0], [0.5, 1.3, -0.5], [0.5, 0.4, -0.1], [-0.2, -0.4, -0.6], [0.1, -0.3, -0.5], [2.3, 1.5, 2.0], [-0.3, 0.9, -0.6], [-1.1, 0.4, -0.1], [0.5, 0.0, 0.2], [-0.8, 0.9, 0.5], [0.1, 0.0, -0.2], [-0.6, -0.7, -0.3], [0.0, 1.3, -1.4], [0.3, 0.9, 0.7], [0.2, 0.9, -0.3], [0.2, 0.1, 0.2], [-0.2, 0.2, 0.6], [0.4, -0.4, 0.4], [0.2, 0.2, 0.3], [-0.1, 0.2, 0.1], [-0.2, -0.3, 0.1], [0.6, -0.5, -0.1], [0.4, -0.1, -0.3], [0.4, 0.1, 0.0], [0.0, 0.1, 0.3], [0.2, -0.1, -0.2], [0.1, -0.4, -0.4], [0.6, -0.1, 0.3], [0.1, 0.1, 0.1], [0.2, 0.2, 0.0], [-0.7, -0.1, 0.5], [0.3, -1.1, 0.3], [0.3, -0.3, 0.3], [-0.3, -0.2, 0.3], [0.0, -0.3, 0.2], [0.1, 0.0, -0.2], [-0.7, -0.2, -0.1], [-0.3, -0.2, -0.1], [0.0, 0.0, -0.3]]
}


(4)
{
  "formula": "C10H22F2N2O5Si2",
  "method": "ωB97M-V/def2-TZVPD",
  "spin_multiplicity": 1,
  "charge": 0,
  "e_lumo_ev": 0.371,
  "de_lowest_kj_mol": 0.0,
  "gap_ev": 10.44,
  "species": ["Si", "Si", "F", "F", "O", "O", "O", "O", "O", "N", "N", "C", "C", "C", "C", "C", "C", "C", "C", "C", "C", "H", "H", "H", "H", "H", "H", "H", "H", "H", "H", "H", "H", "H", "H", "H", "H", "H", "H", "H", "H", "H", "H"],
  "coordinates": [[-2.757, 0.994, 2.764], [-0.721, 1.625, 0.832], [-3.032, 1.329, 4.288], [-3.973, 1.631, 1.981], [-2.867, -2.261, 0.748], [-1.374, 1.799, 2.381], [-4.670, -1.045, 1.236], [2.791, -1.385, -3.245], [1.685, -0.893, 1.185], [-0.387, -0.057, 0.397], [-1.648, 2.356, -0.430], [-2.601, 1.473, -1.129], [-1.960, 0.607, -2.233], [3.841, -2.183, -2.699], [3.308, -3.565, -2.353], [-3.409, -1.470, 1.453], [4.427, -1.495, -1.475], [-2.686, -0.879, 2.649], [0.955, 2.505, 0.892], [0.608, -0.511, 0.928], [1.369, 2.735, 2.375], [2.507, -3.494, -1.611], [-1.643, -1.163, 2.621], [-1.014, 1.026, -2.561], [2.885, -4.043, -3.237], [4.095, -4.206, -1.953], [-2.074, 3.228, -0.150], [1.716, 1.971, 0.328], [3.661, -1.360, -0.706], [0.783, 3.496, 0.475], [4.798, -0.503, -1.735], [-3.116, -1.272, 3.571], [-3.184, 0.817, -0.474], [-4.754, -0.812, 0.306], [-1.819, -0.409, -1.879], [2.380, 3.116, 2.462], [0.654, 3.430, 2.802], [-3.328, 2.120, -1.615], [1.259, 1.828, 2.966], [2.107, -1.300, -2.574], [5.247, -2.074, -1.048], [4.606, -2.269, -3.472], [-2.665, 0.562, -3.059]],
  "atomic_forces_ev_per_a": [[0.2, 0.2, 1.0], [1.7, 1.6, -0.5], [0.0, 0.1, 0.2], [-0.1, 0.0, -0.3], [0.3, -0.4, -0.8], [-0.7, -1.3, -1.2], [-0.1, 0.8, 0.6], [0.2, 0.0, -0.3], [-1.1, -0.2, 0.6], [-0.8, 0.4, 1.2], [-0.2, -1.4, 0.7], [-0.2, 0.3, -0.9], [-0.5, 0.1, 0.5], [-0.3, 0.0, 0.6], [0.0, -0.1, -0.2], [0.9, -0.2, 0.4], [0.1, 0.2, 0.0], [-0.7, 0.7, -0.2], [-0.9, 0.1, 1.4], [1.6, -0.1, -1.5], [-0.4, -0.3, -0.6], [0.1, 0.0, 0.1], [0.1, -0.3, -0.1], [0.0, 0.0, -0.1], [0.1, 0.0, 0.0], [0.0, 0.0, 0.0], [0.0, 0.1, -0.1], [0.0, 0.0, -0.2], [0.0, -0.1, 0.0], [0.2, 0.0, -0.5], [0.0, 0.0, 0.0], [-0.2, 0.1, 0.1], [0.0, 0.1, 0.2], [-0.3, -0.4, -0.3], [0.3, -0.1, 0.0], [0.1, 0.1, 0.1], [0.2, 0.2, 0.2], [-0.1, 0.1, 0.1], [0.3, -0.1, 0.1], [0.0, 0.0, 0.0], [0.0, 0.0, 0.0], [-0.1, 0.1, -0.1], [0.1, 0.0, -0.3]]
}


(5)
{
  "formula": "C10H22IO4P2Rh",
  "method": "ωB97M-V/def2-TZVPD",
  "spin_multiplicity": 5,
  "charge": 2,
  "e_lumo_ev": [-6.551, -11.346],
  "de_lowest_kj_mol": 37.7,
  "s_squared": 6.0120,
  "gap_ev": [7.42, 3.85],
  "species": ["I", "Rh", "P", "P", "O", "O", "O", "O", "C", "C", "C", "C", "C", "C", "C", "C", "C", "C", "H", "H", "H", "H", "H", "H", "H", "H", "H", "H", "H", "H", "H", "H", "H", "H", "H", "H", "H", "H", "H", "H"],
  "coordinates": [[-0.902, 1.195, -3.595], [0.104, 0.028, 0.121], [1.877, -0.811, -1.007], [-1.818, 1.187, 0.593], [1.357, 1.134, 1.539], [-1.329, -2.593, 0.184], [2.036, 0.765, 3.668], [-2.572, -0.787, -5.032], [1.720, 0.377, 2.543], [-2.136, 1.171, -6.460], [2.227, -2.490, -0.447], [-2.910, 1.513, -0.811], [3.389, 0.146, -0.796], [-2.877, 0.234, 1.702], [-0.758, -1.572, 0.099], [1.648, -1.009, -2.789], [-2.080, 0.295, -5.232], [-1.535, 2.794, 1.366], [1.400, -3.153, -0.717], [1.742, -0.730, 2.337], [3.746, 0.053, 0.234], [-2.734, 0.666, -7.233], [4.158, -0.213, -1.488], [1.302, -0.049, -3.209], [-3.224, -0.671, 1.191], [-3.733, 2.164, -0.489], [-0.981, 3.436, 0.673], [-2.603, 2.134, -6.222], [-0.938, 2.673, 2.277], [2.597, -1.307, -3.254], [-3.736, 0.855, 1.981], [-2.328, 2.000, -1.611], [-1.126, 1.347, -6.852], [3.179, 1.200, -0.992], [3.147, -2.841, -0.926], [0.873, -1.760, -2.975], [2.343, -2.494, 0.642], [-3.297, 0.563, -1.192], [-2.307, -0.051, 2.593], [-2.498, 3.259, 1.606]],
  "atomic_forces_ev_per_a": [[0.1, 0.4, -0.1], [0.8, 2.2, 0.7], [1.5, -0.3, -2.9], [-2.3, 1.7, -1.1], [1.0, -2.2, 3.2], [2.0, 3.8, -0.9], [0.3, 0.1, 1.1], [1.4, 2.9, -0.5], [-1.2, 1.4, -4.2], [-0.2, -0.2, -0.1], [-0.3, 0.0, 0.5], [0.3, 0.2, -0.1], [0.1, 0.3, 0.3], [0.5, -0.4, 0.3], [-3.3, -6.9, 1.7], [0.1, 0.4, -0.1], [-1.6, -2.8, -0.3], [0.5, 0.1, 0.2], [0.1, 0.1, 0.0], [0.3, 0.4, 0.9], [0.1, 0.0, -0.2], [0.2, 0.0, 0.4], [-0.1, 0.0, 0.1], [0.5, -0.6, 0.1], [0.0, 0.2, 0.1], [0.1, -0.2, 0.0], [-0.1, -0.1, 0.1], [0.2, -0.2, 0.1], [-0.1, 0.1, -0.1], [-0.2, 0.0, 0.1], [0.2, 0.0, 0.0], [-0.5, -0.1, 0.5], [-0.2, 0.0, 0.3], [0.1, -0.1, 0.0], [-0.1, 0.1, 0.1], [0.1, 0.1, 0.0], [0.1, -0.3, -0.1], [0.0, 0.2, 0.0], [-0.3, 0.0, 0.0], [0.1, -0.1, 0.0]]
}


The energy results, record by record, are as follows: -195956.9184; -73624.7430; -112357.6342; -45143.7858; -48583.3014 eV.
The max |F| results, record by record, are as follows: 2.8; 4.4; 9.2; 2.3; 7.8 eV/Å.